No. 1
This record from OMol25 describes a structure of composition C29H45ClF9OPPt. The level of theory is ωB97M-V with the def2-TZVPD basis set.

Structure (ORCA input):
```
! RIJCOSX wB97M-V def2-TZVPD def2/J DEFGRID3
* xyz 0 5
Pt 1.74 -0.55 3.03
Cl 3.35 -1.81 3.70
P -0.39 -0.07 -0.64
C -1.50 -1.27 0.65
H -2.45 -1.64 0.07
H -1.36 -0.65 1.59
C 1.50 0.29 -0.74
C -1.06 1.71 -0.78
C 2.15 0.59 -2.12
H 1.56 1.21 -0.13
C 3.62 1.01 -1.96
H 2.11 -0.31 -2.75
H 1.62 1.39 -2.67
C 4.45 0.02 -1.14
H 4.08 1.14 -2.95
H 3.66 1.98 -1.47
C 3.74 -0.34 0.17
H 4.63 -0.90 -1.71
H 5.45 0.44 -0.91
C 2.31 -0.81 -0.07
H 4.28 -1.11 0.73
H 3.70 0.55 0.81
H 2.34 -1.67 -0.76
H 1.89 -1.15 0.90
C -0.87 -1.00 -2.14
C -2.54 1.75 -1.16
H -0.92 2.05 0.27
C -3.11 3.18 -1.03
H -2.65 1.41 -2.20
H -3.13 1.07 -0.53
C -2.36 4.21 -1.87
H -4.18 3.17 -1.28
H -3.01 3.48 0.02
C -0.85 4.13 -1.62
H -2.57 4.06 -2.94
H -2.72 5.22 -1.62
C -0.30 2.71 -1.68
H -0.31 4.78 -2.32
H -0.66 4.52 -0.61
H -0.36 2.36 -2.72
H 0.77 2.75 -1.43
C -0.09 -2.31 -2.11
H -1.94 -1.21 -1.98
C -0.71 -3.30 -3.10
H 0.97 -2.12 -2.37
H -0.07 -2.75 -1.11
C -0.87 -2.70 -4.51
H -0.10 -4.20 -3.12
H -1.70 -3.58 -2.71
C -1.42 -1.27 -4.54
H 0.11 -2.72 -5.01
H -1.53 -3.35 -5.08
C -0.77 -0.33 -3.52
H -1.33 -0.84 -5.54
H -2.50 -1.32 -4.30
H 0.28 -0.14 -3.78
H -1.27 0.65 -3.52
C 0.23 -2.33 1.76
C -1.78 -2.59 0.95
H 0.60 -2.59 0.76
C -2.58 -2.94 2.12
H -1.49 -3.45 0.34
C -2.01 -2.83 3.56
H -3.60 -2.62 2.15
H -2.67 -4.01 1.98
C -0.74 -3.58 3.81
H -1.87 -1.77 3.77
H -2.76 -3.12 4.31
C 0.20 -3.52 2.58
H -0.22 -3.15 4.67
H -0.92 -4.62 4.12
H 1.21 -3.58 2.93
H 0.03 -4.45 2.02
F 2.36 1.36 4.71
C 2.12 2.30 3.73
F 2.40 3.50 4.28
F 3.05 2.09 2.75
C 0.69 2.14 3.14
O 0.62 1.09 2.24
C -0.32 1.79 4.27
F -0.32 2.62 5.33
F -1.59 1.73 3.78
F -0.06 0.52 4.74
C 0.27 3.57 2.55
F 0.26 4.59 3.45
F 1.10 3.92 1.53
F -0.98 3.52 2.00
*
```

Summary:
frontier orbital gap (spin up / spin down)	5.334 / 7.179	eV
E_HOMO (spin up / spin down)	-5.196 / -7.920	eV
energy relative to the best compared isomer or geometry (same formula, charge and spin)	343.4	kJ/mol
lowest unoccupied orbital energy (spin up / spin down)	0.138 / -0.742	eV
total energy	-3026.5696	a.u.

Atom charges from the Mulliken analysis, given in e for atoms 1 to 2: Pt 1.49; Cl -0.50

***

No. 2
This record from OMol25 describes an isolated molecule of C3H5N3. The level of theory is ωB97M-V with the def2-TZVPD basis set.

Structure (ORCA input):
```
! RIJCOSX wB97M-V def2-TZVPD def2/J DEFGRID3
* xyz 0 1
N -2.02 0.14 0.11
N -0.59 -0.01 -0.10
C 0.16 1.16 -0.08
C 1.47 0.63 0.10
N 1.46 -0.76 0.01
C 0.20 -1.11 -0.04
H -2.46 -0.21 -0.82
H -2.23 -0.56 0.86
H -0.38 2.06 -0.05
H 2.36 1.15 0.08
H -0.28 -2.11 -0.09
*
```

Summary:
frontier orbital gap	9.613	eV
SMILES	Nn1ccnc1
E_HOMO	-8.804	eV
energy relative to the best compared isomer or geometry (same formula, charge and spin)	165.7	kJ/mol
lowest unoccupied orbital energy	0.809	eV
total energy	-281.5269	a.u.

Atom charges from the natural (NBO) analysis, given in e for atoms 1 to 2: N -0.63; N -0.21

***

No. 3
This record from OMol25 describes a structure of composition C12H27BIrN3O2. The level of theory is ωB97M-V with the def2-TZVPD basis set.

Structure (ORCA input):
```
! RIJCOSX wB97M-V def2-TZVPD def2/J DEFGRID3
* xyz 2 1
Ir 0.99 -0.68 -1.03
C 2.14 1.18 0.91
C 1.37 1.98 -0.12
N 1.35 1.25 -1.42
C 2.57 1.37 -2.29
C 3.71 0.49 -1.80
N 3.23 -0.90 -1.60
C 3.79 -1.58 -0.42
C 3.13 -1.14 0.91
N 1.88 -0.30 0.73
H 1.82 1.46 1.92
H 3.21 1.35 0.85
H 1.80 2.97 -0.26
H 0.33 2.09 0.19
H 0.57 1.64 -1.95
H 2.87 2.42 -2.33
H 2.26 1.07 -3.29
H 4.13 0.85 -0.87
H 4.51 0.53 -2.53
H 3.47 -1.45 -2.42
H 4.87 -1.43 -0.34
H 3.62 -2.65 -0.56
H 3.81 -0.56 1.53
H 2.85 -2.02 1.49
H 1.21 -0.56 1.44
C -2.95 -2.26 1.00
C -3.03 -1.01 0.14
C -4.31 -0.97 -0.65
O -1.89 -1.11 -0.82
B -0.88 -0.40 -0.26
O -1.20 0.35 0.83
C -2.69 0.30 0.92
C -3.18 1.56 0.22
C -3.09 0.29 2.38
H -3.00 -3.14 0.35
H -3.80 -2.31 1.69
H -2.03 -2.31 1.58
H -4.46 -1.92 -1.16
H -4.30 -0.17 -1.40
H -5.15 -0.81 0.02
H -2.91 1.57 -0.83
H -2.75 2.43 0.71
H -4.26 1.64 0.29
H -2.59 -0.51 2.93
H -4.16 0.15 2.46
H -2.83 1.24 2.84
*
```

Summary:
frontier orbital gap	7.751	eV
E_HOMO	-16.140	eV
energy relative to the best compared isomer or geometry (same formula, charge and spin)	0.0	kJ/mol
lowest unoccupied orbital energy	-8.389	eV
total energy	-916.8582	a.u.

Atom charges from the natural (NBO) analysis, given in e for atoms 1 to 2: Ir 0.90; C -0.25

***

No. 4
This record from OMol25 describes a cluster of 2 separate species, CH3NOS2 in total. The level of theory is ωB97M-V with the def2-TZVPD basis set.

Structure (ORCA input):
```
! RIJCOSX wB97M-V def2-TZVPD def2/J DEFGRID3
* xyz 0 1
C -0.43 0.52 0.56
N -1.52 -0.03 0.94
O 2.14 -0.41 -1.32
S 0.72 1.53 0.90
S 0.68 -1.17 -1.63
H -1.48 -0.30 1.85
H -2.13 -0.59 0.34
H 2.03 0.45 -1.64
*
```

Summary:
frontier orbital gap (spin up / spin down)	6.204 / 8.384	eV
E_HOMO (spin up / spin down)	-7.415 / -8.728	eV
energy relative to the best compared isomer or geometry (same formula, charge and spin)	265.9	kJ/mol
lowest unoccupied orbital energy (spin up / spin down)	-1.210 / -0.344	eV
total energy	-966.1475	a.u.

Atom charges from the natural (NBO) analysis, given in e for atoms 1 to 2: C 0.04; N -0.79

***

No. 5
This record from OMol25 describes a structure of composition C27H41AsLiN2O2S3Si2. The level of theory is ωB97M-V with the def2-TZVPD basis set.

Structure (ORCA input):
```
! RIJCOSX wB97M-V def2-TZVPD def2/J DEFGRID3
* xyz -1 1
Li -0.91 0.75 0.11
C 2.41 -0.04 1.28
C 1.70 -0.53 2.54
S 0.06 0.24 2.73
C -0.99 -1.20 3.04
C -1.00 -2.29 1.98
S -1.49 -1.72 0.32
C -0.15 -2.33 -0.74
C 1.27 -1.89 -0.41
S 1.52 -0.08 -0.31
H 3.34 -0.59 1.14
H 2.66 1.02 1.38
H 2.29 -0.27 3.41
H 1.57 -1.61 2.53
H -1.98 -0.75 3.14
H -0.72 -1.64 4.00
H -1.72 -3.06 2.28
H -0.03 -2.77 1.88
H -0.41 -1.94 -1.72
H -0.20 -3.42 -0.77
H 1.91 -2.25 -1.21
H 1.61 -2.32 0.53
C -2.63 1.03 -4.11
Si -1.26 -0.21 -4.50
C -2.02 -1.90 -4.13
C -1.10 -0.14 -6.38
As 0.78 -0.11 -3.45
Si 1.26 2.13 -3.52
C 0.49 3.12 -4.92
C 3.13 2.29 -3.73
C 0.86 3.14 -1.97
H -3.56 0.74 -4.63
H -2.36 2.03 -4.44
H -2.83 1.08 -3.03
H -2.81 -2.13 -4.85
H -2.47 -1.91 -3.12
H -1.27 -2.69 -4.17
H -2.04 -0.39 -6.89
H -0.31 -0.82 -6.72
H -0.81 0.88 -6.69
H 0.77 2.71 -5.90
H 0.79 4.17 -4.88
H -0.60 3.08 -4.85
H 3.44 1.85 -4.68
H 3.65 1.75 -2.93
H 3.46 3.34 -3.70
H -0.21 3.36 -1.95
H 1.41 4.09 -1.95
H 1.10 2.59 -1.05
O -2.82 2.94 3.31
C -2.81 2.94 2.09
N -3.44 3.92 1.32
C -3.47 3.54 -0.08
C -2.57 2.29 0.00
O -2.20 1.64 -0.99
N -2.22 2.00 1.26
C -4.89 3.16 -0.51
C -5.38 1.87 -0.30
C -6.69 1.55 -0.60
C -7.55 2.52 -1.11
C -7.07 3.81 -1.33
C -5.75 4.12 -1.03
C -2.82 4.54 -1.02
C -2.84 4.30 -2.40
C -2.21 5.17 -3.27
C -1.55 6.29 -2.79
C -1.51 6.53 -1.42
C -2.14 5.66 -0.54
H -4.17 4.47 1.73
H -4.71 1.11 0.10
H -7.05 0.54 -0.44
H -8.57 2.27 -1.35
H -7.73 4.57 -1.74
H -5.38 5.13 -1.22
H -3.32 3.40 -2.77
H -2.22 4.96 -4.34
H -1.05 6.97 -3.47
H -0.98 7.39 -1.04
H -2.10 5.83 0.53
*
```

Summary:
frontier orbital gap	5.129	eV
E_HOMO	-3.038	eV
energy relative to the best compared isomer or geometry (same formula, charge and spin)	15.4	kJ/mol
lowest unoccupied orbital energy	2.091	eV
total energy	-5330.5449	a.u.

Atom charges from the Mulliken analysis, given in e for atoms 1 to 2: Li 0.05; C -1.10